{
  "formula": "C4H9NOS",
  "method": "ωB97M-V/def2-TZVPD",
  "elements": ["C", "H", "C", "C", "O", "H", "H", "H", "H", "H", "H", "H", "N", "C", "S", "H"],
  "xyz": [[-0.08, -2.00, 0.23], [0.66, 2.00, -1.72], [0.32, 0.35, -0.24], [-0.08, 1.65, -0.96], [-3.01, -0.01, 0.86], [1.11, 0.13, 1.57], [0.10, 2.50, -0.22], [1.84, 1.42, 0.79], [2.20, -0.31, 0.08], [0.52, -2.69, -0.41], [0.51, -1.68, 1.03], [-0.98, -2.36, 0.59], [-0.36, -0.70, -0.55], [1.49, 0.38, 0.65], [-3.09, -0.33, -0.58], [-1.17, 1.63, -1.11]],
  "homo_lumo_gap_ev": [7.50, 7.48],
  "smiles": "CN=C(C)C.O=S",
  "homo_ha": [-0.304, -0.302],
  "relative_energy_kcal_mol": 95.9
}

---

{
  "formula": "C24H23BCeF13N5O4S3",
  "method": "ωB97M-V/def2-TZVPD",
  "elements": ["O", "H", "C", "F", "F", "H", "O", "C", "H", "F", "F", "C", "H", "H", "F", "F", "H", "F", "F", "H", "H", "C", "C", "N", "C", "F", "F", "C", "H", "C", "C", "S", "O", "C", "H", "F", "C", "C", "H", "F", "F", "H", "H", "H", "H", "N", "C", "H", "H", "C", "C", "O", "H", "C", "N", "S", "C", "C", "C", "Ce", "S", "H", "B", "H", "C", "H", "C", "N", "C", "N", "H", "C", "C", "H"],
  "xyz": [[2.31, -2.35, 2.18], [4.24, 1.89, -3.23], [1.14, 0.72, 5.02], [0.98, 3.64, -4.03], [-3.70, -2.89, -2.03], [1.48, 0.39, 5.99], [0.70, 2.13, -1.75], [-2.12, -4.87, 3.15], [-5.54, -0.86, 0.34], [-4.23, -1.07, -3.07], [2.02, 2.28, 0.59], [-1.15, 3.38, -1.01], [-0.90, -5.01, 4.92], [0.60, 5.48, -1.38], [-2.00, 2.45, -1.44], [-1.83, 4.52, -0.92], [3.17, -2.29, -3.21], [4.24, 2.04, 0.01], [2.95, 0.26, 0.71], [2.48, 1.78, -3.05], [0.17, 3.41, 3.24], [-0.14, -3.20, 2.17], [0.15, 3.40, -1.84], [-1.87, 0.17, 0.25], [-2.23, -4.32, 1.87], [3.60, 1.88, 2.23], [-0.97, 2.75, -3.86], [-0.99, -4.57, 3.93], [0.97, 2.81, 5.55], [3.23, 0.72, -4.83], [0.62, 0.22, 2.90], [3.48, -0.15, -2.28], [0.95, -2.08, 0.10], [-3.72, -0.90, -0.76], [0.86, -3.51, 4.04], [-0.80, 3.01, 0.26], [-2.63, 0.49, 1.31], [-3.96, 0.15, 1.38], [1.66, -0.73, -4.46], [-5.62, -1.97, -1.69], [-0.73, 4.86, -3.52], [-3.99, -5.71, 3.18], [-2.13, 1.04, 2.10], [-3.13, -5.88, 4.62], [1.98, 4.50, -1.90], [1.03, -0.22, 4.08], [3.37, 1.26, -3.40], [4.21, 0.72, -5.32], [4.59, -1.44, -3.88], [2.71, -0.72, -4.73], [-0.01, -3.74, 3.44], [2.02, -0.34, -1.79], [2.82, -1.27, -5.67], [-4.50, -0.56, 0.32], [0.28, 1.47, 2.57], [1.05, -2.09, 1.57], [3.54, -1.34, -3.61], [-2.37, -0.51, -0.79], [1.07, 4.49, -1.31], [0.62, 0.46, -0.21], [-1.22, -0.82, -2.04], [-3.09, -4.56, 1.26], [3.31, 1.65, 0.93], [-1.33, -3.07, 0.38], [0.42, 2.39, 3.51], [-4.55, 0.43, 2.24], [-4.31, -1.70, -1.89], [-3.08, -5.74, 3.63], [0.85, 2.06, 4.78], [0.48, -0.61, 1.81], [2.57, 1.36, -5.42], [-0.17, 3.66, -3.33], [-1.25, -3.49, 1.38], [1.33, 4.28, -0.28]],
  "homo_lumo_gap_ev": 6.38,
  "homo_ha": -0.296,
  "relative_energy_kcal_mol": 1.6
}

---

{
  "formula": "C4H9N",
  "method": "ωB97M-V/def2-TZVPD",
  "elements": ["N", "H", "H", "C", "H", "H", "C", "H", "H", "H", "H", "H", "C", "C"],
  "xyz": [[-1.22, -3.99, -0.89], [-0.84, 5.21, 2.58], [-0.47, -5.20, -3.45], [1.23, 5.29, 2.31], [0.37, -3.55, -3.73], [-1.01, -4.10, 0.10], [-0.14, -3.97, -1.74], [1.18, 4.75, 1.37], [2.21, 5.63, 2.60], [-0.02, 6.53, 3.49], [0.70, -3.33, -1.45], [-2.01, -4.59, -1.07], [-0.08, -4.26, -3.07], [0.10, 5.59, 2.95]],
  "homo_lumo_gap_ev": 8.99,
  "smiles": "C=CN.C=C",
  "homo_ha": -0.289,
  "relative_energy_kcal_mol": 62.6
}